(1)
{
  "formula": "C4H3ClO",
  "method": "ωB97M-V with the def2-TZVPD basis set",
  "smiles": "O=C=C/C=C/Cl",
  "lumo_ev": 0.497,
  "gap_ev": 9.11,
  "relative_energy_kj_mol": 87.70,
  "max_force_ha_per_bohr": 0.025,
  "multiplicity": 1,
  "symbols": ["C", "Cl", "H", "H", "H", "O", "C", "C", "C"],
  "positions_angstrom": [[1.42573, 0.53845, -0.23213], [3.09748, 0.29279, 0.06124], [0.91743, -1.27658, 0.59022], [1.18681, 1.47413, -0.71328], [-1.27377, -1.49917, 0.02816], [-2.95123, 0.96683, 0.04975], [0.51864, -0.36957, 0.14482], [-1.97905, 0.33461, 0.04050], [-0.94204, -0.46149, 0.03073]]
}

=====

(2)
{
  "formula": "C4H3ClO2",
  "method": "ωB97M-V with the def2-TZVPD basis set",
  "smiles": "C/C(Cl)=C1\\OC1=O",
  "lumo_ev": [-0.923, -1.342],
  "gap_ev": [8.66, 7.76],
  "relative_energy_kj_mol": 480.69,
  "max_force_ha_per_bohr": 0.114,
  "multiplicity": 1,
  "symbols": ["Cl", "C", "C", "O", "C", "H", "O", "H", "H", "C"],
  "positions_angstrom": [[1.02058, 2.65131, -0.39396], [2.64355, 0.42506, 0.69089], [3.66042, -0.39750, 0.17243], [4.62546, -0.66160, -0.47169], [1.21422, 0.98273, -0.22044], [0.07493, -0.81538, -0.33474], [2.67341, -1.01268, 0.74541], [-0.02477, -0.10417, 1.11793], [-0.76811, 0.67879, -0.28225], [0.01335, 0.15579, 0.05998]]
}

=====

(3)
{
  "formula": "C4H3ClO2S",
  "method": "ωB97M-V with the def2-TZVPD basis set",
  "smiles": "O=CC(Cl)(C=O)C=S",
  "lumo_ev": -1.067,
  "gap_ev": 8.53,
  "relative_energy_kj_mol": 127.52,
  "max_force_ha_per_bohr": 0.013,
  "multiplicity": 1,
  "symbols": ["H", "S", "H", "O", "C", "C", "Cl", "C", "H", "O", "C"],
  "positions_angstrom": [[-0.91143, -1.09263, -1.71119], [-2.52427, -0.54584, -0.05625], [-0.32308, -0.78223, 2.09597], [0.23742, 1.18239, 1.87688], [-1.06233, -0.69286, -0.71348], [0.01558, 0.07730, 1.45818], [1.40733, -1.58412, -0.11552], [0.21728, -0.25718, -0.03013], [1.82478, 1.24767, -0.35442], [0.28966, 1.49483, -1.68596], [0.82906, 0.95266, -0.76407]]
}

=====

(4)
{
  "formula": "C4H3CuO2",
  "method": "ωB97M-V with the def2-TZVPD basis set",
  "charge": 2,
  "lumo_ev": [-11.816, -11.740],
  "gap_ev": [6.90, 6.93],
  "relative_energy_kj_mol": 399.71,
  "max_force_ha_per_bohr": 0.058,
  "multiplicity": 1,
  "symbols": ["C", "Cu", "C", "H", "H", "C", "O", "O", "H", "C"],
  "positions_angstrom": [[0.99270, -0.22308, 0.63674], [-3.24211, 2.38604, -0.61917], [-0.52286, -0.90040, -1.08010], [1.57582, -1.40031, -0.94380], [2.40293, -0.62009, 1.82470], [-1.48864, -0.08659, -1.03116], [1.88671, 0.10905, 1.41537], [-1.70086, 0.92446, -0.29679], [-0.58649, 0.89375, 0.47465], [0.68280, -1.08282, -0.38044]]
}

=====

(5)
{
  "formula": "C4H3F2NS",
  "method": "ωB97M-V with the def2-TZVPD basis set",
  "smiles": "Fc1cc(F)n(S)c1",
  "lumo_ev": 0.218,
  "gap_ev": 9.10,
  "relative_energy_kj_mol": 50.92,
  "max_force_ha_per_bohr": 0.117,
  "multiplicity": 1,
  "symbols": ["C", "S", "F", "C", "C", "H", "C", "H", "N", "F", "H"],
  "positions_angstrom": [[-0.31719, -0.36499, -1.67404], [1.04422, 0.21703, 1.98283], [1.82746, -0.89876, -0.62708], [-1.05371, 0.36595, 0.39002], [0.53797, -0.64160, -0.67190], [2.22697, -0.34583, 1.45889], [-1.28366, 0.42062, -0.89007], [0.02919, -0.56826, -2.65022], [0.00842, -0.43221, 0.61936], [-2.34182, 1.02056, -1.49669], [-1.69396, 0.69101, 1.32035]]
}

=====

(6)
{
  "formula": "C4H3F2O5S",
  "method": "ωB97M-V with the def2-TZVPD basis set",
  "smiles": "O=C1OC[C@H](F)[C@@]1(F)S(=O)(=O)[O-]",
  "charge": -1,
  "lumo_ev": 3.580,
  "gap_ev": 9.50,
  "relative_energy_kj_mol": 0.00,
  "max_force_ha_per_bohr": 0.079,
  "multiplicity": 1,
  "symbols": ["O", "O", "O", "H", "F", "C", "F", "H", "C", "C", "S", "O", "O", "C", "H"],
  "positions_angstrom": [[-1.40128, -2.14999, 0.20201], [-1.27814, -0.68226, -1.67096], [1.77912, -0.60173, 0.23246], [0.87096, -0.33265, -1.67985], [0.79911, 2.29400, 0.14054], [0.21009, 1.08612, -0.24634], [-0.88262, 0.80322, 1.83134], [2.25870, 0.76932, -1.07630], [0.86039, -0.65432, 1.22649], [-0.39156, 0.16313, 0.72888], [-1.64148, -0.82253, -0.26559], [-2.96942, -0.26692, 0.17540], [1.00341, -1.01756, 2.35935], [1.33103, 0.24249, -0.85357], [-0.54830, 1.16968, -1.10386]]
}

=====

(7)
{
  "formula": "C4H3F3",
  "method": "ωB97M-V with the def2-TZVPD basis set",
  "smiles": "CC1=C(F)C1(F)F",
  "lumo_ev": 0.726,
  "gap_ev": 10.95,
  "relative_energy_kj_mol": 162.11,
  "max_force_ha_per_bohr": 0.091,
  "multiplicity": 1,
  "symbols": ["C", "F", "F", "C", "H", "F", "H", "H", "C", "C"],
  "positions_angstrom": [[-0.99622, -1.07040, -0.08102], [-1.61530, 1.03432, 1.07780], [-1.62196, 1.11318, -1.03802], [-1.31941, 0.34540, -0.00727], [2.24756, -0.30028, -0.61191], [-1.55380, -2.32336, -0.08154], [1.82167, 0.22067, 1.03782], [1.38852, 1.20206, -0.28097], [1.50326, 0.15548, -0.00846], [0.14568, -0.37708, -0.00642]]
}

=====

(8)
{
  "formula": "C4H3F3N3",
  "method": "ωB97M-V with the def2-TZVPD basis set",
  "smiles": "N#[N+]/C=C\\C=N\\C(F)(F)F",
  "charge": 1,
  "lumo_ev": [-7.216, -7.216],
  "gap_ev": [8.85, 8.85],
  "relative_energy_kj_mol": 0.00,
  "max_force_ha_per_bohr": 0.132,
  "multiplicity": 1,
  "symbols": ["N", "C", "H", "N", "F", "C", "F", "C", "H", "N", "F", "C", "H"],
  "positions_angstrom": [[-0.30629, 0.01081, 0.56477], [1.25444, -0.48928, -1.07427], [2.13171, -0.93148, -1.55075], [-1.31884, 1.74161, -1.46432], [-2.15269, 0.64056, 1.73209], [-1.07803, -0.13385, 1.71946], [-1.51546, -1.42037, 1.77637], [0.73383, -0.66968, 0.33301], [0.90445, 0.81411, -2.74588], [-0.37534, 1.19483, -1.40163], [-0.26007, 0.05318, 2.77983], [0.62173, 0.48267, -1.74355], [1.36058, -1.29311, 1.07487]]
}

=====

(9)
{
  "formula": "C4H3F3S",
  "method": "ωB97M-V with the def2-TZVPD basis set",
  "smiles": "F[C@@H]1[C@@H](C=S)C1(F)F",
  "lumo_ev": -1.338,
  "gap_ev": 7.85,
  "relative_energy_kj_mol": 243.31,
  "max_force_ha_per_bohr": 0.096,
  "multiplicity": 1,
  "symbols": ["C", "C", "H", "C", "S", "F", "H", "F", "H", "C", "F"],
  "positions_angstrom": [[-0.83086, -0.61811, -0.38116], [0.62340, 1.44507, -0.39674], [-0.82199, 0.39725, 1.24978], [0.36666, -1.09701, 0.30596], [1.42899, 2.67095, 0.62340], [-2.04313, -0.71276, 0.20327], [1.31542, -1.17282, -0.25350], [0.23060, -1.67143, 1.63654], [0.72416, 1.16602, -1.57636], [-0.20317, 0.46293, 0.30706], [-0.79008, -0.87011, -1.71826]]
}

=====

(10)
{
  "formula": "C4H3F6O3S",
  "method": "ωB97M-V with the def2-TZVPD basis set",
  "charge": -1,
  "lumo_ev": 3.154,
  "gap_ev": 8.89,
  "relative_energy_kj_mol": 0.00,
  "max_force_ha_per_bohr": 0.130,
  "multiplicity": 1,
  "symbols": ["O", "F", "O", "C", "S", "H", "F", "H", "F", "F", "H", "C", "C", "F", "O", "F", "C"],
  "positions_angstrom": [[-1.93450, -0.42778, 3.34931], [0.98343, 2.41806, -1.49946], [-1.47422, 1.18959, 1.61705], [1.50993, 0.19429, -0.81946], [-2.50409, 0.33111, 2.27065], [-0.42704, 0.58281, -0.04985], [3.71145, -0.70216, -0.47834], [-0.21166, 0.37927, -1.80689], [2.86504, 1.60018, -2.14582], [1.86257, -1.95296, -0.06681], [-0.13970, -1.08482, -0.80221], [-0.03222, -0.04228, -0.88840], [2.36369, -0.78780, -0.47925], [2.65327, 2.16010, -0.15391], [-3.74197, 0.93670, 2.39933], [-2.74255, -0.76273, 0.99769], [1.96051, 1.57831, -1.15059]]
}

=====

(11)
{
  "formula": "C4H3FN2O",
  "method": "ωB97M-V with the def2-TZVPD basis set",
  "lumo_ev": -1.215,
  "gap_ev": 8.65,
  "relative_energy_kj_mol": 482.89,
  "max_force_ha_per_bohr": 0.138,
  "multiplicity": 1,
  "symbols": ["H", "C", "H", "O", "C", "N", "H", "N", "C", "F", "C"],
  "positions_angstrom": [[-1.32413, -2.23425, 0.17835], [-0.30066, 1.04734, -0.13951], [2.13491, 1.55179, 0.13346], [-0.33390, 2.28984, -0.18964], [-0.91530, -1.18486, -0.11555], [2.11069, 0.57051, 0.00151], [1.20253, -1.73280, 0.77738], [0.48338, -1.08670, -0.42094], [-1.38095, -0.00465, -0.15251], [-2.56067, 0.58258, 0.00543], [0.88411, 0.20119, -0.07799]]
}

=====

(12)
{
  "formula": "C4H3FN2S",
  "method": "ωB97M-V with the def2-TZVPD basis set",
  "smiles": "F/C=C1\\C=NC(=S)N1",
  "lumo_ev": -1.237,
  "gap_ev": 7.38,
  "relative_energy_kj_mol": 127.72,
  "max_force_ha_per_bohr": 0.034,
  "multiplicity": 1,
  "symbols": ["C", "H", "C", "H", "F", "N", "C", "S", "C", "N", "H"],
  "positions_angstrom": [[-0.47836, -0.19163, 0.04396], [1.13041, -1.75137, 0.13766], [-1.75322, -0.67416, -0.05129], [-2.17349, -1.71390, 0.00463], [-2.72110, 0.25119, -0.18494], [1.12032, 1.47295, -0.07821], [-0.16323, 1.23668, 0.05858], [3.35713, -0.10115, -0.10401], [1.76676, 0.21926, -0.06197], [0.81227, -0.76188, 0.01187], [-0.89749, 2.01400, 0.22371]]
}

=====

(13)
{
  "formula": "C4H3FO2",
  "method": "ωB97M-V with the def2-TZVPD basis set",
  "smiles": "CC#CF.O=C=O",
  "lumo_ev": 0.561,
  "gap_ev": 10.76,
  "relative_energy_kj_mol": 106.22,
  "max_force_ha_per_bohr": 0.097,
  "multiplicity": 1,
  "symbols": ["H", "C", "H", "H", "C", "O", "C", "C", "F", "O"],
  "positions_angstrom": [[0.68535, -2.12777, 1.37220], [0.56624, -0.50856, 0.19668], [0.12833, -0.85551, 2.31949], [-1.01007, -1.39345, 1.19320], [1.29821, 0.05803, -0.53924], [-0.65302, 2.41930, -0.71953], [-0.02427, -1.29750, 1.33022], [-1.20283, 1.77033, -1.48787], [2.05237, 0.73635, -1.38570], [-1.84030, 1.19879, -2.27947]]
}

=====

(14)
{
  "formula": "C4H3FO2S",
  "method": "ωB97M-V with the def2-TZVPD basis set",
  "smiles": "Oc1cc(S)oc1F",
  "lumo_ev": 0.325,
  "gap_ev": 8.52,
  "relative_energy_kj_mol": 196.68,
  "max_force_ha_per_bohr": 0.126,
  "multiplicity": 1,
  "symbols": ["O", "H", "C", "H", "C", "C", "S", "F", "O", "C", "H"],
  "positions_angstrom": [[-2.33250, -1.51433, -0.15496], [2.98843, 1.08980, 0.52858], [0.91471, -0.15058, 0.13804], [-3.29104, -1.08557, 0.34371], [-1.02002, 0.73718, 0.02967], [-0.01591, -1.11180, 0.12219], [2.68498, -0.16288, -0.08825], [-1.92032, 1.68406, -0.00727], [0.23413, 1.03895, -0.05472], [-1.33410, -0.57618, 0.02422], [0.14460, -2.14332, 0.39791]]
}

=====

(15)
{
  "formula": "C4H3FO3",
  "method": "ωB97M-V with the def2-TZVPD basis set",
  "smiles": "C=C(F)C(=O)C(=O)O",
  "lumo_ev": -0.561,
  "gap_ev": 9.93,
  "relative_energy_kj_mol": 17.40,
  "max_force_ha_per_bohr": 0.043,
  "multiplicity": 1,
  "symbols": ["H", "C", "C", "O", "H", "F", "C", "C", "H", "O", "O"],
  "positions_angstrom": [[1.99938, -1.91509, 1.20806], [-1.34898, 1.67812, -1.32451], [-0.17540, -0.33638, -0.50317], [0.08956, -0.78081, 1.84301], [-1.58417, 2.73844, -1.26367], [0.05275, 1.78074, 0.53041], [-0.54144, 1.11388, -0.45044], [0.53878, -0.89718, 0.72418], [-1.80275, 1.08088, -2.10712], [-0.48161, -1.05651, -1.41729], [1.65144, -1.57286, 0.41337]]
}

=====

(16)
{
  "formula": "C4H3HgLiO2",
  "method": "ωB97M-V with the def2-TZVPD basis set",
  "lumo_ev": [-1.201, -1.296],
  "gap_ev": [3.85, 6.44],
  "relative_energy_kj_mol": 72.14,
  "s2": 2.03,
  "max_force_ha_per_bohr": 0.088,
  "multiplicity": 3,
  "symbols": ["Hg", "O", "O", "C", "H", "Li", "C", "C", "H", "C", "H"],
  "positions_angstrom": [[-1.81273, 0.71461, 2.12573], [-1.25822, -0.09907, 0.16062], [0.90081, 0.71685, 0.04238], [0.69408, -0.96351, -1.19182], [2.27784, 0.60350, -1.56156], [0.84037, 2.19430, 1.24900], [1.85187, -0.04808, -0.78843], [0.24607, -1.75209, -2.18630], [1.05309, -1.91216, -2.92958], [-0.18071, -0.10571, -0.39547], [2.63464, -0.49426, -0.16260]]
}

=====

(17)
{
  "formula": "C4H3I",
  "method": "ωB97M-V with the def2-TZVPD basis set",
  "lumo_ev": -0.594,
  "gap_ev": 7.80,
  "relative_energy_kj_mol": 333.10,
  "max_force_ha_per_bohr": 0.088,
  "multiplicity": 1,
  "symbols": ["H", "C", "H", "H", "C", "I", "C", "C"],
  "positions_angstrom": [[0.17654, 1.17873, -1.20727], [-0.59091, -0.41130, 0.06497], [-0.65434, 1.58796, 0.51137], [-1.62704, -2.32554, 0.25259], [-0.09670, 0.98829, -0.10922], [2.80046, 0.01420, -0.22269], [-1.01255, -1.53056, -0.02287], [1.00454, 0.49822, 0.73311]]
}

=====

(18)
{
  "formula": "C4H3I",
  "method": "ωB97M-V with the def2-TZVPD basis set",
  "lumo_ev": [-1.402, -1.494],
  "gap_ev": [7.60, 6.78],
  "relative_energy_kj_mol": 339.08,
  "max_force_ha_per_bohr": 0.054,
  "multiplicity": 1,
  "symbols": ["C", "C", "C", "C", "H", "I", "H", "H"],
  "positions_angstrom": [[0.28319, 1.00004, 0.77246], [0.03598, -0.78662, -1.12288], [-0.26068, 0.64301, 1.99255], [0.00378, 0.20763, -0.30632], [0.30683, -1.82470, -0.74467], [-0.24978, -0.92331, -3.18939], [-0.98652, -0.26635, 1.89769], [0.86720, 1.95030, 0.70056]]
}

=====

(19)
{
  "formula": "C4H3I",
  "method": "ωB97M-V with the def2-TZVPD basis set",
  "lumo_ev": [0.567, -1.245],
  "gap_ev": [7.05, 8.56],
  "relative_energy_kj_mol": 23.56,
  "s2": 2.01,
  "max_force_ha_per_bohr": 0.137,
  "multiplicity": 3,
  "symbols": ["I", "C", "C", "H", "C", "C", "H", "H"],
  "positions_angstrom": [[2.95412, 0.01108, 0.00000], [0.88122, -0.07216, -0.00001], [-1.13483, 0.06354, 0.00000], [-0.19949, 2.09348, -0.00002], [-0.22082, 1.02361, 0.00000], [-0.03535, -1.03257, 0.00000], [-2.20488, 0.01585, 0.00005], [-0.03996, -2.10284, -0.00003]]
}

=====

(20)
{
  "formula": "C4H3I",
  "method": "ωB97M-V with the def2-TZVPD basis set",
  "lumo_ev": [0.459, -2.301],
  "gap_ev": [6.88, 7.36],
  "relative_energy_kj_mol": 143.89,
  "s2": 2.02,
  "max_force_ha_per_bohr": 0.087,
  "multiplicity": 3,
  "symbols": ["C", "C", "I", "H", "H", "H", "C", "C"],
  "positions_angstrom": [[-1.61112, -0.67580, 0.80925], [1.73458, 0.96461, -0.18204], [-3.25329, -0.05956, -0.09851], [-1.34336, -1.71376, 1.04749], [2.58381, 1.49453, -0.59829], [-1.16992, 1.12296, 0.17575], [-0.56049, 0.20597, 0.43696], [0.71149, 0.48635, 0.23019]]
}